Entry 1:
{
  "formula": "C55H68N5O3",
  "method": "ωB97M-V/def2-TZVPD",
  "gap_ev": 1.94,
  "homo_energy_ha": -0.2704,
  "multiplicity": 1,
  "total_charge": 1,
  "elements": ["C", "O", "C", "C", "C", "C", "C", "N", "C", "C", "C", "C", "C", "C", "C", "C", "C", "C", "C", "C", "N", "N", "C", "C", "C", "C", "C", "C", "C", "C", "C", "C", "C", "C", "C", "C", "C", "C", "H", "H", "H", "H", "H", "H", "H", "H", "H", "H", "H", "H", "H", "H", "H", "H", "H", "H", "H", "H", "H", "H", "H", "H", "H", "H", "H", "H", "H", "H", "H", "H", "H", "H", "H", "H", "H", "H", "H", "H", "H", "H", "H", "C", "C", "N", "C", "C", "C", "C", "C", "C", "C", "C", "C", "N", "C", "C", "O", "C", "C", "C", "C", "C", "C", "C", "C", "O", "H", "H", "H", "H", "H", "H", "H", "H", "H", "H", "H", "H", "H", "H", "H", "H", "H", "H", "H", "H", "H", "H", "H", "H", "H"],
  "coordinates": [[-3.498374, 3.682501, 0.363615], [-2.918399, 3.918455, -0.933457], [-2.084641, 2.973692, -1.439162], [-1.705458, 1.818399, -0.721225], [-1.011470, 0.830872, -1.383452], [-0.560340, 1.011800, -2.711310], [0.212682, -0.031901, -3.310959], [0.129494, -0.305450, -4.671148], [-0.898303, 0.092398, -5.600377], [-0.529209, 0.611252, -6.854276], [0.908235, 0.703986, -7.358706], [1.373747, 2.157988, -7.480669], [1.066064, -0.031761, -8.694367], [-1.526275, 1.104141, -7.702308], [-2.867267, 1.069892, -7.331508], [-3.234569, 0.469480, -6.131439], [-2.266887, -0.066196, -5.278662], [-2.751605, -0.906502, -4.096181], [-3.131712, -2.310108, -4.567341], [-3.848062, -0.215125, -3.281416], [1.076058, -1.198900, -5.018248], [1.656339, -1.596129, -3.855015], [2.662495, -2.620562, -3.973411], [3.886197, -2.326193, -4.623596], [4.195238, -0.914432, -5.107299], [5.111962, -0.853179, -6.334902], [4.739000, -0.080819, -3.957798], [4.842304, -3.330853, -4.765912], [4.570604, -4.637108, -4.361144], [3.311987, -4.958854, -3.859818], [2.333005, -3.971214, -3.722753], [0.923733, -4.407477, -3.334304], [0.901381, -4.913329, -1.898624], [0.341983, -5.435248, -4.312117], [1.139423, -0.886574, -2.727975], [1.510643, -1.020154, -1.381974], [-0.878390, 2.228599, -3.388578], [-1.641682, 3.181002, -2.771890], [-4.156730, 4.537610, 0.511532], [-4.066390, 2.744901, 0.377254], [-2.719053, 3.657629, 1.138310], [-1.976559, 1.673651, 0.324252], [-0.770421, -0.117503, -0.896739], [1.530991, 0.192764, -6.622064], [1.230301, 2.690938, -6.533231], [2.441011, 2.206642, -7.736845], [0.807062, 2.695109, -8.253494], [0.737597, -1.070749, -8.583439], [0.459953, 0.435757, -9.480222], [2.115383, -0.038071, -9.017234], [-1.235050, 1.526570, -8.670388], [-3.626420, 1.486600, -7.995600], [-4.295178, 0.395725, -5.862110], [-1.905393, -1.021997, -3.418327], [-2.278695, -2.760194, -5.090215], [-3.393971, -2.957097, -3.720804], [-3.975487, -2.282947, -5.268960], [-3.559950, 0.818605, -3.061682], [-4.812429, -0.197197, -3.805651], [-3.985099, -0.728117, -2.318589], [3.232540, -0.488570, -5.417445], [4.727217, -1.483546, -7.144140], [5.167267, 0.173203, -6.719578], [6.133149, -1.177440, -6.100806], [4.055494, -0.123991, -3.103848], [5.710475, -0.470787, -3.626890], [4.862739, 0.966681, -4.252970], [5.824810, -3.090879, -5.186235], [5.345164, -5.405556, -4.440269], [3.081102, -5.993218, -3.578908], [0.295651, -3.512740, -3.384417], [1.263940, -4.124205, -1.231777], [-0.114675, -5.187273, -1.594148], [1.552823, -5.787737, -1.778105], [0.356355, -5.040248, -5.333729], [0.917460, -6.369227, -4.305642], [-0.698375, -5.673305, -4.060702], [2.170613, -1.835742, -1.112850], [1.231238, -0.232530, -0.695781], [-0.489034, 2.392223, -4.401439], [-1.942835, 4.098037, -3.278560], [5.814933, 2.960443, 9.439883], [4.887582, 3.065264, 8.231591], [3.512167, 3.387772, 8.666213], [2.480222, 3.216100, 7.722652], [2.634037, 3.589653, 6.356407], [1.718455, 3.204720, 5.392413], [0.608136, 2.358761, 5.690189], [-0.236293, 1.894894, 4.641643], [-1.397979, 1.090609, 4.886885], [-1.366744, 0.023974, 5.824084], [-2.466817, -0.788597, 6.018448], [-3.703617, -0.506093, 5.394501], [-4.797708, -1.401490, 5.472748], [-4.444423, -2.826052, 5.390995], [-5.701604, -3.676408, 5.321149], [-6.553765, -3.390710, 6.435040], [-7.006162, -2.036298, 6.424852], [-5.853979, -1.036468, 6.427453], [-3.789785, 0.667179, 4.584429], [-2.645645, 1.393998, 4.277793], [0.367370, 2.151926, 7.100080], [1.249988, 2.596348, 8.072773], [3.420644, 4.517534, 9.617538], [4.471619, 4.426029, 10.725730], [5.775843, 4.159697, 10.213362], [5.532178, 2.079284, 10.047259], [6.863671, 2.879249, 9.117123], [5.269779, 3.848513, 7.550471], [4.870447, 2.103839, 7.707976], [3.488640, 4.212347, 6.086949], [1.789697, 3.610005, 4.378203], [-0.114265, 2.352491, 3.673639], [-0.491211, -0.113535, 6.455829], [-2.392786, -1.644579, 6.698006], [-3.848042, -2.979226, 4.484482], [-3.855587, -3.128629, 6.270990], [-6.219710, -3.500880, 4.357086], [-5.446468, -4.740331, 5.436896], [-7.651962, -1.846809, 5.544322], [-7.583041, -1.943631, 7.357194], [-5.436364, -0.993340, 7.448741], [-6.230885, -0.046256, 6.152635], [-4.767577, 0.934434, 4.171346], [-2.725434, 2.305867, 3.684274], [-0.589849, 1.737548, 7.405226], [1.013877, 2.431510, 9.129873], [3.584234, 5.477089, 9.083291], [2.421855, 4.510312, 10.062739], [4.581732, 5.401882, 11.221067], [4.172074, 3.651896, 11.457729]],
  "forces_ev_per_a": [[0.397, 0.246, -0.794], [-0.188, 0.066, 0.693], [0.227, -0.626, -0.129], [-0.586, 0.868, -0.322], [0.787, -0.226, -0.931], [-0.954, 1.036, 0.918], [-0.991, 0.603, -2.307], [2.292, -1.471, 1.535], [-0.356, 0.156, -0.980], [0.144, 0.382, -0.181], [0.102, -0.042, 0.233], [-0.034, 0.145, 0.125], [-0.056, -0.207, 0.100], [-0.265, -0.060, 0.140], [0.125, 0.050, -0.093], [0.184, -0.002, -0.135], [-0.055, -0.279, 0.348], [0.453, 0.329, 0.277], [0.018, -0.078, -0.224], [-0.083, 0.048, 0.051], [-1.863, -0.194, 0.219], [-0.849, 1.106, -0.083], [0.312, -0.847, -0.961], [0.121, 0.371, 0.380], [-0.363, -0.003, -0.226], [-0.039, -0.129, -0.017], [0.065, 0.112, 0.308], [-0.040, -0.198, 0.086], [-0.017, -0.017, 0.203], [0.319, 0.147, -0.119], [-0.298, 0.155, 0.251], [0.015, 0.382, 0.018], [0.062, 0.029, 0.271], [0.142, 0.049, -0.184], [1.682, -1.233, 1.268], [-0.118, -0.287, -1.734], [0.739, -1.114, 0.110], [-0.675, 0.241, 1.011], [0.031, -0.172, 0.163], [0.061, 0.127, -0.027], [-0.155, 0.043, -0.097], [-0.107, 0.052, -0.345], [-0.138, 0.403, -0.076], [0.066, 0.192, -0.267], [0.054, -0.024, -0.130], [-0.260, -0.041, 0.011], [0.138, -0.110, 0.138], [0.063, 0.111, -0.104], [0.184, -0.095, 0.102], [-0.230, 0.070, 0.078], [-0.164, -0.163, 0.432], [0.198, -0.127, 0.199], [0.518, -0.037, -0.115], [-0.054, -0.097, -0.008], [-0.173, -0.019, 0.068], [0.009, 0.168, -0.133], [0.109, -0.010, 0.153], [-0.054, -0.102, -0.021], [0.165, -0.052, 0.119], [-0.038, 0.047, -0.290], [0.248, 0.034, 0.073], [0.085, 0.035, 0.115], [-0.003, -0.166, 0.181], [-0.155, 0.094, -0.061], [0.076, 0.078, -0.013], [-0.131, 0.089, -0.065], [0.021, -0.124, 0.030], [-0.486, -0.105, 0.095], [-0.302, 0.256, -0.027], [0.061, 0.446, -0.204], [-0.057, -0.078, 0.045], [-0.092, -0.160, 0.019], [0.139, 0.003, -0.035], [-0.150, 0.093, -0.013], [0.007, -0.084, 0.107], [-0.121, 0.150, 0.022], [0.192, 0.057, 0.053], [0.142, 0.329, 0.119], [0.086, -0.352, 0.034], [-0.264, -0.034, 0.451], [0.106, -0.230, 0.149], [-0.034, 0.375, 0.200], [-0.129, 0.605, -0.395], [-0.284, -0.222, -0.047], [0.294, -0.283, -0.338], [0.074, -0.271, 0.003], [0.176, 0.210, -0.127], [0.196, -0.035, 0.127], [-0.561, 0.859, 2.139], [-0.079, -0.455, 0.166], [-0.151, 0.282, 0.131], [-0.267, -0.130, 0.028], [0.229, 0.056, -0.612], [0.249, 0.343, -0.449], [0.112, 0.169, 0.486], [-0.255, 0.011, 0.397], [0.207, 0.454, -0.525], [-0.071, -0.377, -0.175], [0.246, -0.091, 0.306], [0.173, -0.301, 0.311], [-0.296, -0.048, 0.253], [0.150, 0.531, 0.068], [-0.437, -0.076, -0.068], [0.106, 0.181, -0.210], [0.294, -0.214, -0.021], [-0.532, -0.404, -0.174], [0.126, 0.332, -0.083], [-0.454, -0.202, 0.006], [0.041, -0.252, 0.164], [-0.023, 0.188, -0.005], [-0.261, -0.230, -0.013], [0.271, -0.339, 0.259], [0.110, 0.025, -0.322], [-0.003, -0.350, -0.562], [-0.004, 0.397, -0.311], [-0.015, 0.029, 0.194], [-0.103, -0.176, -0.144], [0.058, -0.103, 0.412], [-0.041, 0.387, -0.287], [0.151, -0.210, 0.322], [0.072, 0.219, -0.475], [-0.038, 0.069, -0.157], [0.017, -0.074, 0.181], [0.449, -0.066, 0.052], [0.014, -0.391, -0.158], [0.335, -0.051, 0.053], [0.149, 0.023, -0.429], [-0.202, -0.382, 0.069], [0.086, 0.157, -0.062], [-0.340, -0.395, -0.043], [0.212, 0.219, -0.182]],
  "mulliken_charge": [-0.82, -0.46, 0.92, -0.97, -1.00, 0.54, -0.91, 1.54, -0.15, 0.83, 1.41, -1.40, -1.63, -0.49, -1.52, -0.44, 0.38, 1.28, -1.64, -1.74, -1.41, 2.68, -0.56, -0.05, 1.94, -1.86, -1.39, -0.35, -1.43, -0.20, 0.18, 1.30, -1.37, -1.58, 1.57, -2.54, -0.13, -0.91, 0.31, 0.34, 0.27, 0.40, 0.64, -0.73, 0.32, 0.40, 0.34, 0.39, 0.32, 0.43, 0.34, 0.37, 0.30, -0.11, 0.39, 0.40, 0.34, 0.31, 0.43, 0.38, -0.80, 0.43, 0.39, 0.42, 0.34, 0.30, 0.36, 0.22, 0.36, 0.34, -0.48, 0.28, 0.43, 0.32, 0.39, 0.33, 0.42, 0.29, 0.55, 0.45, 0.45, -0.74, -0.43, 0.23, 0.00, -0.12, -1.22, 1.01, -0.75, 0.70, -1.21, -0.08, 0.14, 0.18, -0.38, -0.77, -0.35, -0.60, -0.44, -0.52, -0.74, -0.59, -0.71, -0.42, -0.59, -0.35, 0.35, 0.34, 0.32, 0.40, 0.41, 0.36, 0.56, 0.70, 0.38, 0.39, 0.29, 0.36, 0.34, 0.34, 0.32, 0.29, 0.34, 0.43, 0.50, 0.60, 0.44, 0.27, 0.38, 0.33, 0.33]
}

Entry 2:
{
  "formula": "C9H17BrFKNNaO11P",
  "method": "ωB97M-V/def2-TZVPD",
  "gap_ev": 1.44,
  "homo_energy_ha": -0.2751,
  "multiplicity": 1,
  "total_charge": 1,
  "elements": ["O", "C", "O", "O", "O", "P", "O", "Br", "H", "H", "C", "C", "O", "N", "C", "H", "H", "H", "H", "H", "H", "H", "H", "O", "C", "O", "C", "C", "C", "H", "H", "H", "H", "H", "H", "C", "O", "O", "O", "H", "F", "Na", "K"],
  "coordinates": [[0.337421, 0.651677, -2.214420], [-0.442212, 1.277133, -3.139533], [-1.267919, 2.409565, -2.611226], [-2.492994, 2.174642, -2.994427], [-0.483745, 0.809863, -4.534042], [0.432948, 1.845289, -5.602826], [-0.267438, 1.518443, -7.202626], [0.016618, 4.051982, -5.258824], [-2.929031, 3.073669, -3.194188], [-0.920658, 2.273045, -7.310074], [-1.459182, 0.664039, 2.246478], [-2.637426, 0.034208, 1.570984], [-3.707204, -0.217829, 2.086341], [-2.609252, -0.295174, 0.197404], [-2.174525, -1.692095, -0.036606], [-1.146914, 0.036854, 3.084685], [-0.624241, 0.758815, 1.547484], [-1.736767, 1.658917, 2.602479], [-2.005646, 0.357135, -0.305824], [-3.592144, -0.222413, -0.085561], [-1.205911, -1.846118, 0.445425], [-2.083400, -1.827383, -1.116981], [-2.932802, -2.367278, 0.367962], [1.396277, 1.474031, 2.454222], [2.202693, 0.599803, 2.182931], [2.141026, -0.678728, 2.658059], [3.297976, -1.394451, 2.227956], [3.798982, -0.650343, 1.017908], [3.420356, 0.775995, 1.327115], [4.028244, -1.400720, 3.043942], [3.025279, -2.426368, 1.988369], [4.868325, -0.790211, 0.838764], [3.259210, -0.988160, 0.124857], [4.194377, 1.285829, 1.907437], [3.185983, 1.334895, 0.418209], [-0.558906, -3.471494, 3.425247], [0.136959, -3.494378, 2.381587], [-0.255211, -2.417676, 4.169784], [-1.445565, -4.246737, 3.847657], [0.415357, -2.124218, 3.519948], [2.857522, -0.380305, 4.388295], [-4.467449, 4.328545, -2.766527], [0.430991, -0.462296, -7.697843]],
  "forces_ev_per_a": [[-5.420, 4.260, -6.727], [3.999, -3.163, 5.711], [6.956, -2.010, -0.434], [-6.132, -0.264, -1.766], [-0.248, 3.302, 1.988], [0.515, -0.484, -0.419], [-1.883, 4.449, 3.156], [-0.362, -1.276, -0.218], [1.481, -1.284, -0.184], [0.731, -1.180, -0.325], [0.149, -0.384, -1.050], [-1.992, 0.468, 4.510], [1.223, 0.379, -0.527], [0.052, 0.067, -2.339], [0.555, -0.981, -0.386], [-0.028, 0.015, 0.074], [0.066, 0.064, 0.285], [-0.024, -0.171, 0.080], [-0.017, -0.031, -0.259], [0.224, 0.190, -0.255], [-0.099, -0.204, 0.110], [0.003, -0.049, 0.201], [0.262, 0.174, 0.099], [0.431, -1.315, -0.343], [-0.710, 0.787, 0.833], [-1.342, 0.734, -2.567], [0.742, -1.237, -0.154], [0.417, -0.200, -0.700], [0.236, -0.064, -0.384], [-0.352, 0.123, -0.132], [-0.276, 0.233, 0.233], [-0.144, -0.067, 0.090], [0.093, 0.017, 0.054], [-0.168, 0.079, -0.019], [0.009, 0.235, 0.333], [-1.979, -2.216, 0.631], [0.065, -0.681, -1.864], [0.561, 1.870, 0.628], [0.715, 0.447, -0.900], [0.487, 1.063, 1.017], [0.908, 0.701, 2.590], [-0.744, 0.604, 0.291], [1.040, -3.002, -0.962]],
  "nbo_charge": [-0.50, 0.87, -0.23, -0.44, -0.80, 1.24, -1.07, -0.15, 0.35, 0.53, -0.74, 0.69, -0.47, -0.57, -0.43, 0.33, 0.24, 0.28, 0.44, 0.45, 0.28, 0.22, 0.26, -0.61, 0.81, -0.37, -0.08, -0.43, -0.53, 0.24, 0.22, 0.22, 0.19, 0.25, 0.22, 0.92, -0.82, -0.72, -0.71, 0.49, -0.57, 0.51, 0.99]
}